This record from OMol25 describes C22H27IN2NiOSSi as an isolated structure. The level of theory is ωB97M-V/def2-TZVPD.

CARTESIAN COORDINATES (ANGSTROEM)
Ni  0.458  1.010  -0.488
C  2.064  4.355  -1.063
C  1.012  4.146  -0.023
C  0.410  5.199  0.648
C  -0.615  4.930  1.550
C  -0.982  3.628  1.810
C  -0.305  2.603  1.142
N  0.654  2.888  0.229
N  -0.510  1.265  1.270
Si  -0.371  0.572  2.844
C  0.928  1.514  3.897
C  0.154  -1.265  2.750
C  -2.054  0.631  3.753
H  1.721  5.076  -1.801
H  2.270  3.403  -1.551
H  2.982  4.734  -0.619
H  0.718  6.216  0.457
H  -1.119  5.751  2.040
H  -1.786  3.383  2.485
H  1.903  1.494  3.417
H  1.035  1.086  4.890
H  0.654  2.560  4.019
H  1.099  -1.409  2.233
H  -0.596  -1.882  2.265
H  0.272  -1.639  3.762
H  -2.218  1.601  4.210
H  -2.067  -0.117  4.538
H  -2.881  0.431  3.079
O  1.707  -0.474  -1.225
S  0.742  -1.305  -0.447
C  1.301  -3.015  -0.745
C  2.307  -3.215  -1.669
C  2.681  -4.500  -2.015
C  2.049  -5.580  -1.423
C  1.065  -5.375  -0.468
C  0.686  -4.088  -0.121
C  -0.680  -1.535  -1.551
C  -1.952  -1.407  -1.015
C  -3.050  -1.537  -1.849
C  -2.868  -1.790  -3.200
C  -1.591  -1.920  -3.727
C  -0.490  -1.789  -2.899
H  2.784  -2.352  -2.108
H  3.464  -4.658  -2.742
H  2.328  -6.585  -1.697
H  0.588  -6.218  0.010
H  -0.082  -3.926  0.622
H  -2.070  -1.172  0.034
H  -4.047  -1.440  -1.448
H  -3.726  -1.860  -3.852
H  -1.460  -2.131  -4.778
H  0.514  -1.852  -3.292
I  -1.282  3.579  -2.526
C  -0.538  1.592  -2.222
H  0.202  1.437  -3.015
H  -1.411  0.952  -2.373

Computed properties:
Energy relative to the best compared isomer or geometry (same formula, charge and spin) = 46.08 kcal per mole
Orbital gap (alpha / beta) = 7.07 / 6.99 eV
Energy = -96135.114 eV
HOMO (alpha / beta) = -0.27738 / -0.27728 hartree



This record from OMol25 describes C22H27N2O2PRuS2 as an isolated structure. The level of theory is ωB97M-V/def2-TZVPD.

CARTESIAN COORDINATES (ANGSTROEM)
Ru  -0.534  0.575  1.182
C  2.570  2.708  3.921
C  2.727  1.211  3.890
O  2.358  0.760  2.548
P  1.650  -0.618  2.300
S  1.273  -0.584  0.328
S  -0.124  -0.713  3.195
O  2.677  -1.666  2.874
C  2.366  -3.064  3.119
C  2.386  -3.874  1.846
H  2.887  3.090  4.892
H  1.531  2.992  3.756
H  3.188  3.169  3.151
H  2.078  0.719  4.618
H  3.753  0.887  4.054
H  1.401  -3.115  3.626
H  3.135  -3.393  3.812
H  1.557  -3.610  1.188
H  2.305  -4.933  2.094
H  3.317  -3.721  1.301
N  1.331  10.205  -0.279
C  1.084  9.090  -0.156
C  0.774  7.690  -0.002
C  -0.512  7.232  -0.278
C  -0.811  5.893  -0.113
C  0.169  5.002  0.328
C  1.458  5.468  0.591
C  1.761  6.807  0.429
C  -0.140  3.612  0.517
C  -0.379  2.433  0.714
H  -1.268  7.925  -0.620
H  -1.807  5.530  -0.326
H  2.220  4.773  0.917
H  2.758  7.172  0.629
C  -1.270  -1.809  -2.222
N  -1.795  -2.872  -1.311
C  -3.094  -3.395  -1.831
C  -1.872  -2.447  0.167
C  -2.751  -1.253  0.372
C  -4.123  -1.446  0.499
C  -5.002  -0.374  0.558
C  -4.503  0.910  0.456
C  -3.130  1.134  0.366
C  -2.225  0.059  0.387
H  -1.125  -2.254  -3.203
H  -0.336  -1.437  -1.818
H  -2.005  -1.010  -2.266
H  -1.134  -3.647  -1.330
H  -3.832  -2.604  -1.753
H  -3.391  -4.255  -1.236
H  -2.953  -3.680  -2.870
H  -0.843  -2.263  0.474
H  -2.248  -3.333  0.679
H  -4.513  -2.457  0.550
H  -6.065  -0.546  0.666
H  -5.177  1.757  0.465
H  -2.764  2.146  0.304

Computed properties:
<S²> = 0.7624
Net charge = +1
Orbital gap (alpha / beta) = 6.73 / 6.66 eV
Energy = -63861.786 eV
Spin multiplicity = 2
HOMO (alpha / beta) = -0.38193 / -0.38449 hartree



This record from OMol25 describes C22H27N5O9OsP2 as an isolated structure. The level of theory is ωB97M-V/def2-TZVPD.

CARTESIAN COORDINATES (ANGSTROEM)
Os  0.867  0.753  -0.050
N  0.561  0.769  2.022
C  1.750  1.196  2.799
C  2.950  0.313  2.491
C  3.676  0.671  1.190
O  4.891  0.692  1.168
O  2.927  0.917  0.156
H  -0.204  1.424  2.170
H  0.235  -0.139  2.354
H  1.514  1.155  3.866
H  1.953  2.232  2.531
H  2.628  -0.734  2.431
H  3.681  0.378  3.293
C  -0.295  3.540  -2.797
C  1.180  3.564  -2.441
O  1.837  4.577  -3.200
P  1.970  1.970  -2.821
O  3.503  2.128  -2.539
O  1.862  1.796  -4.387
O  1.319  0.800  -2.136
P  1.511  3.889  -0.652
O  0.751  5.260  -0.334
O  2.990  4.029  -0.561
O  0.764  2.846  0.153
H  -0.422  3.363  -3.865
H  -0.733  4.505  -2.544
H  -0.808  2.758  -2.235
H  2.724  4.690  -2.829
H  3.670  2.509  -1.642
H  1.975  0.885  -4.683
H  1.355  6.009  -0.404
N  -0.958  0.598  -0.358
C  -1.887  -0.012  -1.114
C  -3.265  0.189  -0.859
C  -4.227  -0.455  -1.612
C  -3.864  -1.316  -2.645
C  -2.516  -1.523  -2.917
C  -1.538  -0.889  -2.173
H  -3.541  0.858  -0.053
H  -5.275  -0.285  -1.397
H  -4.623  -1.815  -3.233
H  -2.226  -2.187  -3.722
H  -0.488  -1.038  -2.390
C  2.435  -3.239  -0.435
C  2.235  -1.861  -0.494
N  1.091  -1.294  -0.056
C  0.133  -2.068  0.441
C  0.262  -3.475  0.584
C  1.469  -4.051  0.096
C  -0.762  -4.259  1.089
C  -2.034  -3.835  1.698
C  -2.342  -2.757  2.530
C  -3.694  -2.549  2.907
C  -3.975  -1.532  3.785
N  -3.021  -0.753  4.303
C  -1.778  -1.011  3.888
N  -1.377  -1.931  3.035
H  3.364  -3.648  -0.807
H  2.982  -1.179  -0.872
H  -0.784  -1.572  0.713
H  1.611  -5.122  0.154
H  -0.657  -5.329  0.948
H  -2.862  -4.516  1.535
H  -4.477  -3.179  2.506
H  -4.991  -1.326  4.102
H  -1.003  -0.383  4.319

Computed properties:
<S²> = 6.1023
Energy relative to the best compared isomer or geometry (same formula, charge and spin) = 0.00 kcal per mole
Orbital gap (alpha / beta) = 6.65 / 4.79 eV
Energy = -70179.639 eV
Spin multiplicity = 5
HOMO (alpha / beta) = -0.24496 / -0.28894 hartree



This record from OMol25 describes C22H27NNiO3S5 as an isolated structure. The level of theory is ωB97M-V/def2-TZVPD.

CARTESIAN COORDINATES (ANGSTROEM)
Ni  -0.486  -0.351  -1.759
C  0.596  3.671  2.360
O  -0.587  3.042  1.816
C  -1.800  3.799  2.098
C  -2.811  3.372  1.060
O  -2.722  1.949  0.836
C  -3.798  1.215  1.430
C  -3.299  0.503  2.622
O  -2.489  -0.643  2.193
C  -1.542  -1.037  3.232
H  0.535  4.759  2.296
H  1.461  3.264  1.791
H  0.739  3.376  3.404
H  -1.647  4.904  1.983
H  -2.131  3.643  3.104
H  -2.497  3.812  0.116
H  -3.838  3.680  1.311
H  -4.167  0.459  0.704
H  -4.645  1.875  1.684
H  -4.211  0.121  3.170
H  -2.668  1.145  3.298
H  -1.850  -0.663  4.221
H  -0.566  -0.569  2.984
H  -1.466  -2.121  3.284
N  -0.582  -1.644  -0.005
C  0.600  -2.389  0.382
C  0.504  -3.735  0.816
C  1.511  -4.348  1.590
C  2.674  -3.624  1.831
C  2.872  -2.397  1.180
C  1.851  -1.766  0.448
C  2.060  -0.515  -0.248
C  3.358  -0.266  -0.718
C  3.694  1.013  -1.112
C  2.733  2.003  -1.154
C  1.415  1.677  -0.829
C  1.045  0.360  -0.661
H  -0.908  -1.011  0.726
H  -1.367  -2.288  -0.139
H  -0.387  -4.303  0.517
H  1.307  -5.317  1.988
H  3.453  -4.047  2.430
H  3.839  -1.869  1.316
H  4.122  -1.048  -0.726
H  4.707  1.192  -1.423
H  3.002  3.014  -1.413
H  0.686  2.460  -0.849
C  2.580  -0.265  -4.694
S  0.926  0.536  -4.691
C  -0.153  -0.768  -4.551
C  -1.426  -0.730  -3.821
S  -2.023  0.618  -2.871
S  -2.315  -2.209  -3.722
C  -1.238  -3.231  -4.618
S  -1.528  -4.828  -4.935
S  0.202  -2.352  -5.168
H  3.220  0.437  -4.112
H  2.896  -0.302  -5.777
H  2.561  -1.265  -4.221

Computed properties:
<S²> = 2.0395
Energy relative to the best compared isomer or geometry (same formula, charge and spin) = 14.10 kcal per mole
Orbital gap (alpha / beta) = 7.05 / 6.82 eV
Energy = -126099.461 eV
Spin multiplicity = 3
HOMO (alpha / beta) = -0.26213 / -0.26790 hartree



This record from OMol25 describes one molecule with the formula C22H27NO5. The level of theory is ωB97M-V/def2-TZVPD.

CARTESIAN COORDINATES (ANGSTROEM)
C  -3.628  -1.277  2.956
C  -3.554  -0.933  1.505
C  -4.533  -0.229  0.894
C  -4.485  0.128  -0.507
O  -5.330  0.751  -1.102
O  -3.379  -0.276  -1.207
C  -2.377  -0.981  -0.633
C  -1.295  -1.313  -1.449
C  -1.262  -0.915  -2.893
C  -0.220  -2.005  -0.883
O  0.838  -2.211  -1.718
C  2.009  -2.812  -1.210
C  2.708  -2.096  -0.044
O  3.077  -2.749  0.919
N  2.926  -0.773  -0.134
C  3.579  -0.099  0.980
C  3.006  1.307  1.180
C  1.511  1.356  0.820
O  0.776  0.460  1.637
C  0.922  2.744  1.112
C  -0.373  2.936  0.330
C  -0.096  3.009  -1.177
C  1.182  2.248  -1.541
C  1.329  0.996  -0.679
C  2.493  0.123  -1.179
C  -0.261  -2.408  0.452
C  -1.342  -2.081  1.238
C  -2.413  -1.347  0.725
H  -2.773  -0.856  3.483
H  -4.541  -0.881  3.394
H  -3.614  -2.357  3.092
H  -5.408  0.109  1.426
H  -0.596  -0.065  -3.038
H  -2.256  -0.637  -3.227
H  -0.886  -1.739  -3.495
H  2.698  -2.853  -2.060
H  1.814  -3.838  -0.874
H  4.657  -0.045  0.788
H  3.434  -0.719  1.869
H  3.537  2.029  0.558
H  3.135  1.602  2.222
H  1.116  -0.434  1.521
H  0.722  2.795  2.183
H  1.638  3.526  0.858
H  -0.879  3.842  0.662
H  -1.026  2.091  0.554
H  0.011  4.049  -1.490
H  -0.944  2.589  -1.718
H  2.055  2.887  -1.397
H  1.158  1.965  -2.596
H  0.402  0.422  -0.748
H  3.346  0.757  -1.449
H  2.192  -0.434  -2.064
H  0.551  -2.970  0.884
H  -1.349  -2.389  2.270

Computed properties:
Energy relative to the best compared isomer or geometry (same formula, charge and spin) = 0.00 kcal per mole
Orbital gap = 8.69 eV
Energy = -34981.126 eV
HOMO = -0.31280 hartree



This record from OMol25 describes one molecule with the formula C22H28ClN3O3S. The level of theory is ωB97M-V/def2-TZVPD.

CARTESIAN COORDINATES (ANGSTROEM)
C  -1.079  -2.193  -4.569
C  0.225  -1.474  -4.882
N  0.317  -0.260  -4.091
S  0.515  -0.463  -2.440
O  1.047  -1.759  -2.128
O  1.224  0.701  -1.984
C  -1.145  -0.335  -1.805
C  -1.795  0.875  -1.942
C  -3.029  1.052  -1.344
C  -3.607  0.025  -0.603
C  -4.860  0.284  0.182
C  -4.476  0.547  1.652
C  -3.384  1.610  1.666
O  -3.611  2.708  1.187
N  -2.163  1.302  2.161
C  -1.741  0.135  2.899
C  -0.488  -0.469  2.260
N  0.556  0.535  2.225
C  1.870  0.045  2.066
C  2.563  0.177  0.867
C  3.854  -0.305  0.760
Cl  4.681  -0.149  -0.746
C  4.482  -0.919  1.830
C  3.793  -1.028  3.024
C  2.499  -0.550  3.169
C  1.816  -0.645  4.502
C  0.138  1.650  1.398
C  -1.094  2.280  2.052
C  -2.949  -1.196  -0.504
C  -1.712  -1.378  -1.100
H  -1.218  -3.023  -5.257
H  -1.918  -1.508  -4.664
H  -1.052  -2.580  -3.555
H  0.255  -1.187  -5.936
H  1.070  -2.141  -4.668
H  1.021  0.384  -4.419
H  -1.312  1.667  -2.491
H  -3.533  2.003  -1.414
H  -5.540  -0.567  0.131
H  -5.363  1.167  -0.211
H  -5.340  0.946  2.184
H  -4.176  -0.385  2.122
H  -2.523  -0.618  2.947
H  -1.497  0.446  3.924
H  -0.154  -1.325  2.845
H  -0.733  -0.817  1.242
H  2.097  0.627  0.005
H  5.488  -1.294  1.731
H  4.280  -1.487  3.872
H  1.319  -1.608  4.622
H  2.546  -0.548  5.303
H  1.074  0.143  4.597
H  0.943  2.384  1.361
H  -0.111  1.343  0.370
H  -1.466  3.115  1.458
H  -0.829  2.635  3.054
H  -3.396  -2.002  0.061
H  -1.167  -2.305  -1.009

Computed properties:
Energy relative to the best compared isomer or geometry (same formula, charge and spin) = 0.25 kcal per mole
Orbital gap = 8.59 eV
Energy = -57239.692 eV
HOMO = -0.29765 hartree



This record from OMol25 describes C22H28F5N6PdS as an isolated structure. The level of theory is ωB97M-V/def2-TZVPD.

CARTESIAN COORDINATES (ANGSTROEM)
Pd  -0.520  0.490  -0.410
C  0.983  0.616  -3.062
N  1.958  -0.461  -2.933
C  2.010  -1.382  -4.052
C  2.392  -0.799  -1.673
N  1.964  -0.138  -0.670
C  2.453  -0.258  0.626
C  3.758  0.064  0.985
C  4.188  -0.040  2.304
C  3.301  -0.474  3.279
C  1.985  -0.762  2.934
C  1.532  -0.626  1.624
N  0.230  -0.968  1.243
C  -0.811  -0.403  1.819
N  -2.033  -1.088  1.808
C  -3.200  -0.213  1.679
C  -2.091  -2.187  0.857
N  -0.821  0.667  2.726
C  0.026  1.825  2.564
C  -1.239  0.414  4.088
N  3.271  -1.910  -1.643
C  4.618  -1.669  -2.120
C  3.185  -2.816  -0.512
H  0.435  0.472  -3.991
H  1.446  1.604  -3.063
H  0.261  0.602  -2.219
H  1.013  -1.781  -4.269
H  2.671  -2.214  -3.836
H  2.368  -0.865  -4.946
H  4.434  0.414  0.213
H  5.208  0.214  2.562
H  3.624  -0.576  4.308
H  1.281  -1.096  3.687
H  -3.325  0.420  2.555
H  -4.085  -0.842  1.582
H  -3.104  0.431  0.794
H  -1.289  -2.895  1.047
H  -1.991  -1.823  -0.173
H  -3.053  -2.686  0.977
H  0.219  1.986  1.502
H  0.976  1.740  3.103
H  -0.516  2.699  2.939
H  -1.816  -0.506  4.138
H  -1.860  1.237  4.458
H  -0.378  0.319  4.767
H  4.593  -1.036  -3.006
H  5.087  -2.619  -2.391
H  5.247  -1.183  -1.362
H  2.168  -2.819  -0.122
H  3.863  -2.552  0.307
H  3.428  -3.827  -0.854
F  -7.197  2.209  -2.314
C  -5.893  2.318  -2.002
C  -4.978  1.387  -2.449
F  -5.400  0.359  -3.208
C  -3.637  1.513  -2.131
F  -2.825  0.570  -2.633
C  -3.125  2.548  -1.353
S  -1.436  2.728  -0.935
C  -4.087  3.473  -0.932
F  -3.733  4.527  -0.178
C  -5.432  3.373  -1.238
F  -6.304  4.295  -0.794

Computed properties:
Energy relative to the best compared isomer or geometry (same formula, charge and spin) = 14.40 kcal per mole
Net charge = -1
Orbital gap = 6.00 eV
Energy = -60111.458 eV
HOMO = -0.12155 hartree



This record from OMol25 describes C22H28FI2N4NaO2 as an isolated structure. The level of theory is ωB97M-V/def2-TZVPD.

CARTESIAN COORDINATES (ANGSTROEM)
Na  0.947  0.853  -2.009
O  2.688  -6.098  -3.211
C  2.663  -5.150  -4.261
C  2.165  -3.831  -3.741
C  2.003  -2.759  -4.608
C  1.564  -1.549  -4.102
N  1.275  -1.366  -2.814
C  1.431  -2.392  -1.977
C  1.877  -3.640  -2.399
C  1.131  -2.124  -0.537
C  0.824  -3.157  0.346
C  0.573  -2.868  1.676
C  0.260  -3.960  2.671
O  -0.152  -5.173  2.078
C  0.634  -1.540  2.081
C  0.934  -0.574  1.138
N  1.172  -0.846  -0.144
H  3.021  -6.932  -3.553
H  2.005  -5.478  -5.073
H  3.664  -5.004  -4.683
H  2.225  -2.852  -5.663
H  1.453  -0.678  -4.739
H  2.026  -4.451  -1.703
H  0.766  -4.181  0.006
H  -0.477  -3.594  3.393
H  1.168  -4.194  3.231
H  -1.038  -5.063  1.719
H  0.439  -1.256  3.108
H  0.972  0.474  1.418
F  -0.062  4.553  5.118
C  0.318  4.397  3.834
C  -0.236  5.216  2.873
C  0.157  5.051  1.551
C  1.085  4.075  1.213
C  1.639  3.273  2.204
C  1.254  3.429  3.528
H  -0.959  5.968  3.158
H  -0.266  5.686  0.784
H  2.381  2.528  1.946
H  1.674  2.819  4.316
C  -4.013  1.264  0.256
C  -2.827  2.206  0.430
C  -3.321  3.642  0.569
C  -2.024  1.821  1.681
N  -2.015  2.187  -0.798
N  -1.380  0.955  -1.116
H  -4.665  1.309  1.130
H  -3.685  0.228  0.143
H  -4.590  1.542  -0.626
H  -3.954  3.746  1.451
H  -3.891  3.933  -0.314
H  -2.478  4.328  0.678
H  -2.639  1.937  2.575
H  -1.145  2.461  1.789
H  -1.698  0.778  1.656
H  -1.288  2.892  -0.740
H  -2.008  0.420  -1.703
H  -1.193  0.398  -0.285
I  1.609  3.769  -0.798
I  2.006  2.567  -4.151

Computed properties:
Energy relative to the best compared isomer or geometry (same formula, charge and spin) = 0.00 kcal per mole
Orbital gap = 6.87 eV
Energy = -56661.336 eV
HOMO = -0.26443 hartree